[1]
C3H9N2O | wB97M-V/def2-TZVPD

```
15
Properties=species:S:1:pos:R:3:forces:R:3
N -1.57298 -0.34989 -0.11620 -3.7035 -1.6789 1.5539
C -0.27566 -0.11808 0.19150 2.7193 0.1665 -1.4546
N 0.00695 0.50826 1.51775 -4.5080 1.8390 1.1838
C 0.93559 -0.95155 -0.21216 -3.0620 -1.5001 -3.0804
C 0.79165 0.38417 -0.88676 0.2118 0.2479 2.2051
O 0.45897 0.73205 -2.14544 -0.7710 -0.9941 -1.7793
H -2.24918 -0.86726 0.57033 2.2236 0.8530 -1.7199
H -2.17262 0.19623 -0.72655 0.9077 0.4928 0.0483
H 0.94188 0.53036 1.79814 1.9952 -0.9079 0.9211
H -0.72405 0.14568 2.31658 2.4915 1.3208 -2.2423
H -0.12110 1.52268 1.28178 -0.7164 -0.6717 1.0570
H 0.61684 -1.85884 -0.83714 0.9269 1.2167 1.1960
H 1.64803 -1.02093 0.53404 1.6751 -0.6460 0.9286
H 1.54112 1.13061 -0.50107 -0.9672 -0.5705 -0.2503
H 0.17457 0.01651 -2.78481 0.5771 0.8325 1.4330
```
Positions in Å, forces in eV/Å.

Properties
- spin multiplicity = 1
- relative energy (zero: lowest compared OMol25 entry of this formula, charge and spin) (eV) = 3.4852
- net charge = +1
- maximum force (hartree/bohr) = 0.097
- SMILES = N[C@@]1([NH3+])C[C@H]1O

Löwdin atomic charge list, values in e, 2 entries:
1. N 0.105
2. C -0.505

[2]
C3H9N2O2 | wB97M-V/def2-TZVPD

```
16
Properties=species:S:1:pos:R:3:forces:R:3
N 1.13426 -2.57097 -2.09532 0.2539 -0.4667 0.6280
C 0.94034 -1.59830 -1.07228 0.0258 0.4743 -0.6187
O 1.17922 -0.40970 -1.43338 -0.0280 -0.3920 0.2680
O 0.55888 -2.02005 0.03581 0.0101 -0.0602 0.1619
H 0.72325 -3.47032 -1.89774 -0.0678 0.1649 -0.1459
H 1.08611 -2.23157 -3.03092 -0.1033 0.1351 -0.3309
C 0.06680 2.21730 0.65280 -0.4489 0.2445 0.1284
N -0.65616 1.02467 0.28457 0.3099 -0.2732 -0.0309
C -1.31701 0.37411 1.40823 0.4861 0.2234 -0.4077
H -0.60334 2.88888 1.20738 0.0005 0.0773 -0.1130
H 0.93879 2.06369 1.31544 0.0276 -0.1530 -0.1567
H 0.37652 2.73414 -0.25799 0.2027 0.0222 0.1195
H 0.00428 0.38681 -0.19072 -0.3467 0.1990 0.1394
H -0.76557 0.52240 2.35025 -0.0927 -0.0312 0.0980
H -1.33896 -0.69644 1.21434 -0.1803 -0.0285 0.0202
H -2.32742 0.78533 1.50954 -0.0488 -0.1357 0.2404
```
Positions in Å, forces in eV/Å.

Properties
- spin multiplicity = 1
- relative energy (zero: lowest compared OMol25 entry of this formula, charge and spin) (eV) = 0.3762
- net charge = -1
- maximum force (hartree/bohr) = 0.016

Löwdin atomic charge list, values in e, 2 entries:
1. N 0.077
2. C -0.842

[3]
C3H9N2O2 | wB97M-V/def2-TZVPD

```
16
Properties=species:S:1:pos:R:3:forces:R:3
O -0.65127 -1.11851 1.71952 -0.3369 -0.0248 -0.3461
C 0.27665 -0.53219 2.18858 0.1793 -0.1405 0.1749
C 0.92914 0.64996 1.51072 -0.3158 0.4084 0.4646
N 0.11543 1.14807 0.36774 -0.0375 -0.2824 -0.6569
H 0.68499 -0.78497 3.17803 0.1652 -0.0550 -0.0044
H 0.98471 1.42559 2.27855 0.1510 0.1643 -0.1980
H 1.93954 0.44836 1.16108 0.0240 -0.1665 0.0334
H 0.62818 1.89725 -0.09740 -0.0683 0.0181 -0.1589
H -0.08682 0.36740 -0.35445 0.0417 0.2208 0.5546
H -0.79276 1.53385 0.64168 0.1228 -0.1752 0.1897
C -0.90457 -0.45439 -2.59628 0.0238 -0.0327 -0.0038
N -0.41623 -1.04506 -1.41734 -0.0807 -0.1109 0.0299
O -0.24049 0.27105 -3.27326 0.1866 0.1162 -0.0706
H -1.96345 -0.67502 -2.79549 -0.0273 0.0237 0.0264
H 0.54043 -1.38804 -1.47454 -0.1272 0.0818 -0.1880
H -1.04348 -1.74337 -1.03714 0.0995 -0.0453 0.1533
```
Positions in Å, forces in eV/Å.

Properties
- spin multiplicity = 1
- relative energy (zero: lowest compared OMol25 entry of this formula, charge and spin) (eV) = 1.5808
- net charge = +1
- maximum force (hartree/bohr) = 0.014

Löwdin atomic charge list, values in e, 2 entries:
1. O 0.093
2. C -0.221

[4]
C3H9N2O2S | wB97M-V/def2-TZVPD

```
17
Properties=species:S:1:pos:R:3:forces:R:3
N -0.04602 -1.63318 0.57472 -0.1814 -0.6920 0.9567
C 0.16353 -0.45386 -0.36655 0.7355 -4.2544 0.2111
C -0.97081 -0.25228 -1.27931 -3.5901 1.8204 -0.8611
S -2.73150 -0.65027 -0.77915 0.1088 -0.6493 0.7354
C 0.40491 0.75767 0.38598 -0.4410 4.4899 1.2662
N -0.76978 1.22885 1.14957 3.3040 -2.2226 -5.7270
O 1.37575 1.53984 0.21611 -1.9444 -2.1835 0.7371
H -0.30284 -2.55079 0.15569 0.6895 1.2841 -0.6786
H -0.90073 -1.56782 1.16336 0.6182 0.9094 -0.7515
H 1.06814 -0.73595 -0.97961 -0.6753 0.5606 0.8029
H -1.25112 0.81998 -1.40617 1.3385 -0.5792 -0.6542
H -0.90860 -0.79682 -2.19687 0.7013 0.0129 -0.6628
H -1.35645 0.55482 1.47246 -2.2679 -2.4542 0.5424
H -0.48556 1.78718 1.81621 1.7307 3.9022 4.0849
H 3.64165 -0.09305 0.33460 3.3518 1.3055 1.1375
H 4.44732 1.20692 0.72271 -0.0013 -0.6002 -0.0640
O 4.60886 0.24778 0.64304 -3.4770 -0.6495 -1.0751
```
Positions in Å, forces in eV/Å.

Properties
- spin multiplicity = 1
- relative energy (zero: lowest compared OMol25 entry of this formula, charge and spin) (eV) = 2.6629
- net charge = -1
- maximum force (hartree/bohr) = 0.136

Löwdin atomic charge list, values in e, 2 entries:
1. N -0.011
2. C -0.435

[5]
C3H9N2O2S | wB97M-V/def2-TZVPD

```
17
Properties=species:S:1:pos:R:3:forces:R:3
C -0.36007 0.08595 0.00986 -1.5909 -1.6145 -0.2176
C -0.17775 2.37628 -0.27131 1.7156 4.2611 -1.2260
C 1.38809 -2.06404 0.19432 -1.7220 0.3405 1.1865
N -2.31796 -1.39477 0.33401 1.8918 -0.0439 -1.3230
N -0.91321 1.19194 -0.26881 -0.5327 -2.2128 0.6345
O 1.68808 0.18627 1.61832 -0.3128 -0.1775 1.9553
O 2.19769 0.38369 -0.71079 -1.2859 -1.8808 0.3054
S 1.47084 -0.32534 0.32966 1.0251 2.2685 -1.3329
H 0.68252 2.25523 0.37729 0.1623 0.1134 -0.0905
H -0.74538 3.25282 0.11459 0.0374 -0.8858 -0.1693
H 0.18681 2.70689 -1.31260 -0.6074 -0.8714 1.4201
H 1.10074 -2.13756 -0.79620 -0.6849 -0.6835 -2.2368
H 2.26501 -2.60632 0.33464 2.0245 -0.2539 0.3360
H 0.62579 -2.52612 0.84909 0.1657 0.7702 -0.1501
H -2.11320 -1.87200 -0.59864 -0.5342 0.6561 1.2666
H -3.04433 -0.69934 0.12935 -0.0318 -0.0460 -0.1442
H -1.93367 1.18641 -0.33279 0.2801 0.2602 -0.2139
```
Positions in Å, forces in eV/Å.

Properties
- spin multiplicity = 1
- relative energy (zero: lowest compared OMol25 entry of this formula, charge and spin) (eV) = 6.7477
- net charge = +1
- maximum force (hartree/bohr) = 0.092

Löwdin atomic charge list, values in e, 2 entries:
1. C 0.057
2. C -0.051

[6]
C3H9N2O3 | wB97M-V/def2-TZVPD

```
17
Properties=species:S:1:pos:R:3:forces:R:3
O -0.38928 -1.06245 1.53983 -0.0330 -0.1632 -0.1104
C -0.45224 -0.43820 0.45483 0.0758 0.2958 -0.0559
N 0.12988 0.70428 0.12015 -0.1261 -0.3507 -0.1034
C 0.96414 1.24996 1.12824 0.3356 0.1747 -1.0336
O 2.31990 0.76999 1.05424 0.7600 0.3081 0.0078
C -1.30069 -0.99962 -0.69271 -0.2027 -0.1694 0.1303
N -1.68056 -2.40033 -0.56416 -0.1336 -0.1033 -0.1427
H -0.39648 1.51285 -2.16968 -0.0348 0.0795 -0.1180
H 0.61102 1.06170 2.11877 -0.4324 -0.0455 0.8720
H 1.05567 2.31692 0.91425 0.1077 0.1206 0.3646
H -0.71608 -0.90593 -1.60800 -0.1552 0.2504 -0.0913
H -2.21442 -0.39825 -0.77378 0.1714 0.0328 -0.1365
H -0.80500 -2.90934 -0.51372 -0.1685 -0.2485 0.2475
H -2.14433 -2.52524 0.33232 0.3201 -0.0304 -0.0066
H 0.98786 1.61443 -1.80971 -0.0932 0.0284 -0.2694
H 2.33564 -0.18258 0.93413 -0.5054 -0.0585 0.0614
O 0.42384 1.82258 -2.57996 0.1142 -0.1210 0.3844
```
Positions in Å, forces in eV/Å.

Properties
- spin multiplicity = 1
- relative energy (zero: lowest compared OMol25 entry of this formula, charge and spin) (eV) = 1.1222
- net charge = -1
- maximum force (hartree/bohr) = 0.021

Löwdin atomic charge list, values in e, 2 entries:
1. O -0.077
2. C -0.606

[7]
C3H9N2O3 | wB97M-V/def2-TZVPD

```
17
Properties=species:S:1:pos:R:3:forces:R:3
O -1.19518 0.41612 -1.72890 0.5430 -1.0017 2.8207
C -0.86058 0.20610 -0.45805 2.1032 6.5415 -3.6329
N -1.14048 1.39857 0.34410 0.4892 -2.7985 -0.6815
C 0.77657 0.05267 -0.36424 1.1712 1.5055 0.3007
O 1.35315 0.39652 0.85220 -4.0747 -1.6959 1.1750
C -1.64232 -1.16318 -0.14453 -1.7394 -5.3439 2.3861
N -1.95995 -1.60801 1.17034 -0.9334 2.5652 -3.9106
H -1.51235 1.13815 1.21960 -0.5096 0.5421 1.0879
H 1.18988 -0.81781 -0.90733 -0.5294 -0.2434 0.6328
H 1.02953 0.91821 -0.97608 -0.3168 -0.1434 -0.6043
H -2.51725 -1.09587 -0.77564 -0.3159 0.0745 0.2671
H -0.87834 -1.75812 -0.69354 -0.3942 0.1160 0.5118
H -1.49978 2.15172 -0.19180 -0.7376 0.3433 -0.1836
H -1.11965 -1.71053 1.64986 2.1930 -0.5324 1.1146
H 4.20364 0.52940 0.38124 1.4806 -0.1152 0.5793
H 2.32728 0.29463 0.77842 2.0043 0.3634 -1.4807
O 3.44583 0.65145 -0.15564 -0.4336 -0.1770 -0.3826
```
Positions in Å, forces in eV/Å.

Properties
- spin multiplicity = 1
- relative energy (zero: lowest compared OMol25 entry of this formula, charge and spin) (eV) = 8.0656
- net charge = -1
- maximum force (hartree/bohr) = 0.151

Löwdin atomic charge list, values in e, 2 entries:
1. O -0.066
2. C -0.598